[1]
Formula: C50H63NO16PS4
Source: the OMol25 dataset
Level of theory: ωB97M-V with the def2-TZVPD basis set

HOMO level = -0.388 Ha
Net charge = +1
DFT total energy = -5135.44009 Ha
Strongest force on any atom = 2.51 eV/Å

```
135
Properties=species:S:1:pos:R:3:forces:R:3:lowdin_charge:R:1
C -4.205145 -1.609046 -4.888980 0.543 -0.140 -0.509 -0.09
C -2.742376 -1.781038 -5.368722 -0.275 0.684 -0.077 -0.25
C -1.984086 -0.443680 -5.326775 0.678 -0.388 0.504 -0.21
C -1.366931 -0.212551 -3.917374 -0.263 0.290 -0.721 -0.21
C 0.142227 -0.469331 -3.945703 -0.801 -0.732 0.855 -0.20
C 0.708528 -0.637596 -2.524665 1.003 0.083 -0.632 -0.21
C 1.444945 0.594797 -1.995102 -0.781 -0.386 0.896 -0.17
C 2.056581 0.283576 -0.596459 -0.153 1.059 -1.693 -0.20
N 1.724932 1.385634 0.333902 1.581 -1.862 0.593 -0.16
C 2.585963 2.577978 0.126129 -0.757 1.277 -0.213 -0.17
C 1.817411 3.797550 -0.423846 0.419 -0.051 0.507 -0.14
C 1.570197 4.894295 0.615887 -0.307 0.660 -0.357 -0.22
C 2.641344 5.985230 0.625604 0.199 -0.623 0.465 -0.20
C 2.320977 7.170451 1.539339 0.336 0.252 -0.666 -0.21
C 0.979543 7.860222 1.279346 -0.378 -0.594 0.018 -0.20
C -0.243650 7.291580 2.027765 -0.133 0.774 0.499 -0.25
C -0.007086 6.930560 3.507864 -0.331 -0.526 -0.424 -0.10
C 1.605197 0.985944 1.636605 -0.585 0.749 0.763 -0.97
S 0.963108 2.042937 2.755845 0.340 0.186 0.045 0.74
S 2.149061 -0.613953 2.113043 0.034 -0.305 -0.491 0.99
C 2.107887 -0.567726 3.905359 -0.425 -0.015 0.368 -0.48
C 0.679162 -0.546766 4.512699 0.473 -0.018 -0.164 -0.31
C 0.688853 0.416442 5.693537 0.515 -0.144 -0.750 -0.41
S -0.927543 1.085136 6.167925 -0.481 -0.112 0.587 0.97
P -0.769927 3.207062 5.675857 1.700 1.382 0.263 0.21
S 0.852649 3.936427 6.401686 -0.097 -0.302 -0.063 0.23
C -2.249460 0.453499 5.184313 -0.570 -0.520 -0.356 -0.49
C -3.216597 -0.288732 5.869595 0.118 0.072 0.198 -0.09
C -4.322047 -0.790716 5.195018 -0.011 0.181 -0.208 -0.04
C -4.479391 -0.557687 3.831175 0.631 0.183 0.525 -0.03
C -3.499617 0.169849 3.150889 -0.457 -0.265 0.041 -0.04
C -2.394947 0.680463 3.814509 0.062 0.207 -0.175 -0.09
H -4.439249 -0.547232 -4.869609 -0.144 0.050 0.277 0.07
H -4.892555 -2.040879 -5.614330 -0.143 -0.218 0.166 0.06
H -4.357772 -2.058618 -3.912278 -0.224 0.068 0.066 0.07
H -2.705137 -2.170986 -6.385906 -0.118 -0.056 -0.029 0.08
H -2.201918 -2.480489 -4.729268 -0.019 -0.184 -0.079 0.10
H -2.603280 0.398888 -5.626560 -0.139 -0.079 -0.150 0.10
H -1.148400 -0.521375 -6.024983 -0.048 0.258 -0.168 0.10
H -1.851785 -0.922256 -3.245302 0.126 0.005 0.232 0.10
H -1.594790 0.783911 -3.532337 0.066 0.073 -0.012 0.11
H 0.255173 -1.428721 -4.454322 0.208 0.058 -0.209 0.11
H 0.663837 0.290051 -4.525032 0.069 0.065 0.011 0.12
H -0.075369 -0.915312 -1.819680 -0.132 0.036 -0.005 0.11
H 1.414245 -1.475191 -2.536277 0.023 -0.018 0.072 0.11
H 2.192064 0.961232 -2.694243 0.003 0.040 -0.074 0.12
H 0.680624 1.353521 -1.822824 0.153 0.319 -0.271 0.11
H 3.136194 0.228205 -0.742255 0.107 -0.406 0.471 0.13
H 1.628257 -0.661740 -0.283446 0.087 0.020 0.362 0.07
H 3.408984 2.353230 -0.550620 -0.142 -0.530 -0.104 0.13
H 3.057494 2.866639 1.075629 -1.057 0.197 -0.370 0.07
H 0.872816 3.464060 -0.844489 0.010 -0.108 -0.097 0.10
H 2.417709 4.230537 -1.225369 -0.135 0.010 -0.162 0.11
H 0.620959 5.367079 0.363089 -0.076 -0.008 0.017 0.09
H 1.458962 4.509065 1.628985 -0.058 -0.223 -0.043 0.06
H 3.562608 5.531728 1.009562 0.140 0.051 -0.176 0.10
H 2.864635 6.292663 -0.398184 -0.161 0.224 -0.025 0.12
H 3.098209 7.913606 1.349280 0.107 0.009 0.148 0.11
H 2.457762 6.857417 2.574012 -0.210 0.049 0.105 0.10
H 0.752136 7.795704 0.211476 0.116 0.089 -0.094 0.11
H 1.045651 8.925684 1.494775 0.128 0.022 0.186 0.11
H -0.705550 6.454383 1.510926 0.147 -0.138 -0.063 0.08
H -1.001590 8.077763 2.018306 -0.058 0.015 -0.166 0.10
H 0.910212 7.345865 3.913297 -0.001 0.118 0.082 0.07
H 0.042329 5.841847 3.598713 0.278 -0.018 0.173 0.04
H -0.849673 7.245591 4.121657 0.038 0.114 0.083 0.07
H 2.618270 -1.470915 4.236995 0.134 -0.103 -0.272 0.09
H 2.714865 0.270455 4.243858 -0.063 0.141 -0.089 0.07
H 0.399591 -1.549611 4.830915 -0.062 -0.035 0.029 0.12
H 0.002422 -0.243559 3.725409 -0.214 0.114 0.125 0.04
H 1.301810 1.284175 5.443173 -0.194 0.217 -0.013 0.01
H 1.171094 -0.049671 6.549869 -0.503 0.055 0.387 0.11
H -0.823355 3.320576 4.275314 -0.626 -0.323 0.050 -0.07
H -1.890120 3.783399 6.286028 -0.434 -0.595 -0.350 -0.03
H -3.112251 -0.444313 6.935429 -0.042 -0.022 0.011 0.11
H -5.079990 -1.338785 5.734669 0.037 -0.046 0.099 0.12
H -5.354578 -0.936295 3.326113 0.005 -0.002 -0.147 0.12
H -3.636252 0.320027 2.089537 0.207 0.190 -0.040 0.12
H -1.668459 1.262253 3.260390 0.099 -0.043 0.005 0.06
C -2.100428 -5.160740 -10.055293 -0.053 0.135 0.047 0.08
C -1.725585 -6.444047 -10.149725 0.050 0.240 -0.214 -0.23
C -2.028421 -7.439917 -9.061443 -0.204 0.013 0.439 -0.29
O -1.673683 -8.593249 -9.220744 0.169 0.075 -0.509 0.09
C -2.722121 -6.978439 -7.874010 0.025 -0.154 -0.005 0.08
C -3.093298 -5.694810 -7.779413 -0.038 -0.249 0.211 -0.23
C -2.814739 -4.703899 -8.877658 0.162 0.040 -0.346 -0.31
O -3.200934 -3.559934 -8.720622 -0.072 -0.001 0.226 0.10
O -3.727986 -5.203063 -6.721057 0.045 0.163 -0.156 0.11
O -1.069489 -6.926246 -11.196965 -0.045 -0.173 0.183 0.12
H -1.891402 -4.436928 -10.830123 0.002 -0.025 -0.022 0.14
H -2.916407 -7.701346 -7.093946 0.006 -0.001 0.000 0.14
H -3.877362 -4.256919 -6.912893 -0.017 0.022 0.004 0.10
H -0.924881 -7.874509 -11.015706 0.010 -0.025 -0.041 0.12
C 6.679913 0.732385 2.596884 0.056 -0.083 0.051 0.08
C 5.922101 1.699410 2.067502 -0.035 -0.317 0.143 -0.22
C 6.497497 3.022032 1.643755 0.389 0.249 -0.014 -0.30
O 5.732902 3.835363 1.152755 -0.215 -0.138 0.014 0.10
C 7.913025 3.254708 1.843641 -0.129 0.096 -0.064 0.08
C 8.677780 2.289706 2.377602 0.064 0.319 -0.110 -0.23
C 8.107036 0.954435 2.778313 -0.309 -0.207 0.021 -0.31
O 8.863426 0.123283 3.238951 0.168 0.137 0.002 0.12
O 9.976339 2.437651 2.588418 -0.093 -0.236 0.070 0.13
O 4.611923 1.578826 1.869176 0.223 0.429 -0.062 0.05
H 6.275958 -0.223101 2.901531 -0.001 -0.001 -0.022 0.13
H 8.312297 4.215186 1.550265 0.036 -0.014 0.004 0.14
H 10.289379 1.597952 2.977163 0.049 -0.002 -0.001 0.13
H 4.316211 2.437860 1.467138 0.747 -0.673 0.405 0.07
C 2.526265 -10.772795 -7.213305 0.141 -0.041 0.088 0.07
C 1.282397 -10.382615 -7.527187 0.300 -0.037 -0.297 -0.23
C 0.189435 -10.312854 -6.496462 -0.034 -0.090 0.310 -0.31
O -0.899529 -9.929379 -6.875064 -0.056 -0.018 0.145 0.10
C 0.496050 -10.705485 -5.131810 -0.135 0.074 -0.056 0.07
C 1.738100 -11.098465 -4.819764 -0.280 0.019 0.179 -0.24
C 2.839827 -11.144254 -5.845636 0.084 0.060 -0.436 -0.32
O 3.944644 -11.495177 -5.474146 -0.058 -0.042 0.242 0.11
O 2.091598 -11.473091 -3.595693 0.180 0.004 -0.133 0.11
O 0.918793 -10.028566 -8.752752 -0.186 0.007 0.241 0.11
H 3.320657 -10.824885 -7.944207 -0.013 0.009 -0.015 0.14
H -0.301875 -10.667103 -4.403777 0.019 -0.014 0.021 0.13
H 3.039359 -11.704252 -3.650348 0.027 -0.011 0.001 0.12
H -0.032013 -9.787868 -8.702606 -0.024 0.043 -0.067 0.09
C -5.509534 5.209219 7.010717 -0.029 0.139 -0.018 0.09
C -4.949690 4.000284 6.939535 -0.049 0.193 -0.176 -0.24
C -5.050595 3.000841 8.054696 -0.194 -0.043 0.455 -0.31
O -4.511466 1.915858 7.883867 0.182 0.053 -0.214 0.08
C -5.761779 3.374915 9.255054 0.093 -0.187 -0.061 0.08
C -6.329592 4.589822 9.341208 0.011 -0.255 0.224 -0.23
C -6.249111 5.585594 8.211787 0.141 0.059 -0.339 -0.30
O -6.799218 6.656271 8.351692 -0.059 -0.046 0.205 0.14
O -6.991697 4.995217 10.409630 0.019 0.177 -0.219 0.14
O -4.253369 3.567896 5.881719 0.104 -0.086 0.053 0.06
H -5.442439 5.933485 6.210862 -0.014 -0.010 -0.005 0.14
H -5.813185 2.652814 10.057470 -0.035 0.027 0.023 0.14
H -7.301312 5.902083 10.217659 -0.038 0.016 0.047 0.13
H -3.986367 2.656422 6.117010 -0.200 -0.128 -0.021 0.08
```
Forces are in eV/Å.



[2]
Formula: CH7FN3P
Source: the OMol25 dataset
Level of theory: ωB97M-V with the def2-TZVPD basis set

HOMO level = -0.346 Ha
Structure (SMILES) = CN[P@@](=N)(N)F
Net charge = 0
DFT total energy = -647.81790 Ha
Strongest force on any atom = 4.36 eV/Å

```
13
Properties=species:S:1:pos:R:3:forces:R:3:lowdin_charge:R:1
C -1.561831 -0.843918 0.544625 3.965 -0.796 1.623 -0.15
N -0.406593 -1.036140 -0.329270 0.936 1.983 -0.142 -0.18
P 0.844079 0.158142 -0.105874 1.796 -0.158 0.609 0.62
N 2.078114 0.100260 -1.092865 -2.270 1.527 1.563 -0.20
N 0.472741 1.866285 0.122285 2.725 -2.738 1.331 -0.08
F 1.202947 -0.273803 1.495653 -0.870 0.856 -2.492 -0.25
H -2.110439 -0.029649 0.333814 -2.051 2.929 -0.772 0.04
H -2.138860 -1.675837 0.632324 -1.693 -2.539 -0.214 0.05
H -1.079703 -0.752313 1.520911 -0.535 0.338 0.224 0.08
H -0.644986 -1.251435 -1.295652 0.356 0.400 0.159 0.09
H 2.271605 -0.832944 -1.307412 0.765 -1.858 -0.521 -0.07
H 1.338921 2.404869 -0.107446 -1.031 -0.832 0.172 0.07
H -0.266000 2.166484 -0.411096 -2.092 0.888 -1.538 -0.01
```
Forces are in eV/Å.